(1)
Here is a molecular structure, C45H41AuCl3NO3PS2Si from the OMol25 dataset. Energies are from ωB97M-V/def2-TZVPD.

## Properties
* HOMO energy (spin up / spin down): -0.3751 / -0.3985 Ha
* charge: +1
* 2S+1: 3
* ⟨S²⟩: 2.01
* Kohn-Sham gap (spin up / spin down): 7.72 / 6.80 eV

Geometry (Å):
Au -1.847 -0.310 2.249
Cl -2.711 -3.753 3.238
Cl -4.503 -1.276 4.514
Cl -4.872 -2.139 1.354
S -1.364 0.871 -0.900
S 0.675 -1.944 1.315
P -4.329 1.975 1.365
Si -3.469 -1.893 2.850
O -0.124 -1.742 2.613
O -1.693 -0.541 -0.475
O -2.981 1.563 1.923
N 3.651 -4.728 -5.043
C 3.189 0.738 -0.969
C 4.560 -2.893 1.517
C -0.221 1.692 3.685
C 4.600 0.620 -0.924
C 1.076 1.366 0.103
C -0.080 -3.413 0.561
C 2.501 1.274 0.148
C -0.704 2.972 3.694
C -5.682 1.542 2.453
C 3.352 -2.324 1.135
C -4.346 3.754 1.164
C -1.801 0.984 -2.619
C 1.103 0.404 -2.136
C 5.295 1.011 0.184
C -2.701 -0.006 -4.597
C -1.998 2.285 -4.614
C 1.687 -4.752 -0.633
C 2.249 -3.494 2.944
C -4.698 1.265 -0.241
C 0.697 -3.775 -0.670
C -0.176 3.248 1.305
C 2.459 0.311 -2.107
C 0.417 0.932 -1.019
C -0.155 4.080 0.159
C 0.464 -3.072 -1.848
C -2.532 1.189 -5.292
C 4.613 1.551 1.295
C 0.245 1.219 2.453
C -1.209 5.085 2.536
C 2.208 -2.641 1.846
C -1.190 5.861 1.414
C 3.254 1.684 1.278
C 3.461 -4.042 3.314
C 3.015 -4.552 -4.102
C 1.215 -3.335 -2.979
C -1.638 2.193 -3.280
C -0.704 3.760 2.517
C 4.632 -3.755 2.604
C 5.937 -4.368 3.024
C -2.343 -0.117 -3.261
C -2.945 1.300 -6.733
C 2.213 -4.305 -2.932
C 2.445 -5.020 -1.760
C 0.347 1.912 1.288
C -0.653 5.351 0.212
H 6.373 0.917 0.211
H 5.173 1.865 2.165
H -1.862 3.222 -5.140
H -1.225 3.052 -2.763
H -6.615 1.977 2.093
H 5.459 -2.653 0.962
H 3.305 -1.646 0.291
H -2.485 -1.040 -2.712
H 5.886 -5.457 2.976
H -3.491 4.039 0.548
H 1.873 -5.298 0.284
H -4.246 4.232 2.138
H -5.270 4.085 0.689
H 1.037 -2.794 -3.900
H -4.148 1.787 -1.024
H -5.787 0.458 2.499
H -0.090 -4.191 1.323
H 3.218 -5.777 -1.737
H -4.029 1.397 -6.814
H 2.743 2.104 2.134
H 0.545 0.078 -3.004
H -2.653 0.412 -7.294
H 6.755 -4.039 2.387
H -1.098 3.398 4.610
H -5.467 1.916 3.454
H -0.211 1.073 4.572
H -4.412 0.212 -0.238
H -1.604 5.475 3.467
H -0.624 5.981 -0.669
H -5.766 1.345 -0.449
H -3.121 -0.864 -5.109
H 6.177 -4.100 4.054
H -0.309 -2.313 -1.862
H -1.572 6.872 1.445
H 3.509 -4.703 4.171
H -1.101 -3.107 0.329
H 3.000 -0.097 -2.952
H 1.345 -3.704 3.503
H -2.496 2.170 -7.209
H 0.280 3.703 -0.759
H 5.115 0.212 -1.785

---

(2)
Here is a single C22H26N2O3 molecule from the OMol25 dataset. Energies are from ωB97M-V/def2-TZVPD.

## Properties
* HOMO energy: -0.3160 Ha
* charge: 0
* Kohn-Sham gap: 9.14 eV

Geometry (Å):
O -0.162 -1.615 -1.450
O -1.694 3.172 3.057
O 3.650 -0.774 -6.372
N -3.219 1.722 2.249
N -0.325 1.655 0.715
C 0.430 1.828 -0.511
C 1.713 -0.965 -2.702
C 1.509 -0.417 -0.208
C 3.096 -0.817 -2.736
C 3.084 -0.832 -5.143
C -2.122 2.509 2.139
C 0.915 -1.058 -1.456
C -2.537 -2.422 4.864
C 1.756 1.082 -0.415
C -1.495 2.515 0.748
C -1.655 -1.354 4.841
C 1.694 -0.989 -5.116
C -3.407 0.085 4.036
C 3.778 -0.755 -3.937
C -0.660 0.254 0.907
C -3.852 -2.238 4.475
C -2.088 -0.106 4.432
C 1.028 -1.063 -3.918
C -4.284 -0.990 4.057
C -3.838 1.438 3.530
C 0.604 -0.594 1.012
C 5.046 -0.624 -6.473
H 2.464 -0.918 -0.016
H -2.246 2.227 -0.014
H -0.628 -1.494 5.145
H -0.043 -1.194 -3.893
H -5.311 -0.850 3.750
H -1.286 -0.125 0.080
H -2.200 -3.396 5.185
H -4.544 -3.068 4.492
H 1.169 -1.054 -6.056
H -0.136 1.467 -1.391
H 0.315 -1.641 1.113
H 5.263 -0.603 -7.540
H -3.503 2.226 4.210
H -4.925 1.487 3.422
H 0.625 2.895 -0.648
H 5.384 0.312 -6.017
H 2.307 1.469 0.444
H -1.163 3.536 0.545
H -1.406 0.732 4.417
H -3.468 1.115 1.483
H -1.218 0.150 1.840
H 2.339 1.263 -1.318
H 1.154 -0.293 1.905
H 5.575 -1.466 -6.014
H 3.667 -0.774 -1.821
H 4.851 -0.651 -3.923

---

Ordered ΔE to the lowest compared entry with this formula, charge and spin results: 17.5 170.6; unit kJ/mol.
Ordered largest force on an atom results: 0.255 0.536; unit eV/A.
Ordered M results: 1070.35 366.46; unit g mol⁻¹.